Record 1
{
  "formula": "H80O40",
  "method": "ωB97M-V/def2-TZVPD",
  "energy_ev": -83190.3162,
  "spin_multiplicity": 1,
  "fmax_ev_per_a": 9.10,
  "relative_energy_kj_mol": 1495.5,
  "species": ["H", "H", "O", "H", "H", "O", "H", "H", "O", "H", "H", "O", "H", "H", "O", "H", "O", "H", "O", "H", "H", "O", "H", "H", "O", "H", "H", "O", "H", "H", "O", "H", "O", "H", "H", "O", "H", "H", "O", "H", "H", "O", "H", "H", "O", "H", "H", "O", "H", "H", "O", "H", "O", "H", "H", "O", "H", "O", "H", "H", "O", "H", "H", "O", "H", "H", "O", "H", "H", "O", "H", "H", "O", "H", "H", "O", "H", "H", "O", "H", "H", "O", "H", "H", "O", "H", "H", "O", "H", "O", "H", "H", "O", "H", "H", "H", "H", "H", "H", "O", "H", "H", "O", "H", "H", "O", "H", "H", "O", "H", "H", "O", "H", "H", "O", "H", "H", "O", "H", "H"],
  "xyz": [[-4.49, 3.26, -1.80], [-3.08, 3.05, -1.50], [-3.72, 2.97, -2.17], [2.76, -3.72, 2.92], [2.32, -3.81, 1.31], [2.34, -4.26, 2.23], [2.18, 5.55, -1.29], [1.29, 5.40, -2.47], [2.30, 5.36, -2.36], [2.97, -0.12, 2.61], [3.86, 0.83, 1.49], [3.89, 0.10, 2.00], [-0.39, -3.72, 2.21], [-0.75, -3.90, 0.68], [-1.03, -4.06, 1.64], [1.67, -3.53, 4.70], [1.01, -2.96, 4.32], [-0.88, -6.45, -1.37], [-0.57, -5.65, -1.11], [-2.06, -2.40, 1.41], [-2.28, -2.59, 2.96], [-2.52, -1.96, 2.20], [0.22, -4.87, -4.57], [-0.12, -4.80, -3.04], [0.47, -5.25, -3.75], [-1.31, 6.25, -1.10], [-0.50, 6.30, 0.08], [-1.40, 6.06, -0.14], [3.51, -2.52, 0.71], [4.60, -3.23, 0.69], [3.90, -3.18, 0.15], [3.87, 2.02, -0.45], [3.09, 1.45, -0.08], [-1.33, 3.21, 4.56], [-1.43, 1.66, 4.18], [-1.62, 2.62, 3.86], [-3.51, 1.72, -5.16], [-3.22, 1.72, -3.60], [-3.68, 1.24, -4.27], [1.23, 4.46, 5.03], [1.79, 4.47, 3.69], [1.00, 4.13, 4.16], [1.93, -0.53, -5.73], [0.64, -1.08, -6.15], [1.25, -1.08, -5.22], [0.41, -1.63, 2.20], [0.80, -0.27, 2.25], [1.27, -1.17, 2.07], [3.99, -1.87, -3.07], [3.15, -0.60, -3.49], [3.79, -0.98, -2.84], [-2.99, 0.70, 0.79], [-2.74, 0.58, -0.13], [0.69, -4.09, 0.13], [1.87, -4.24, -0.76], [1.42, -3.43, -0.30], [4.29, 2.01, -3.73], [4.27, 2.56, -4.54], [-0.34, -0.12, 5.47], [0.80, 0.98, 5.47], [0.58, 0.08, 5.66], [-1.41, -2.08, -1.69], [-2.30, -2.88, -0.84], [-1.40, -2.42, -0.75], [-4.76, -0.95, 3.95], [-4.50, 0.26, 4.81], [-4.13, -0.66, 4.84], [-4.85, -3.73, -0.64], [-4.61, -4.11, -2.04], [-5.42, -3.81, -1.47], [2.68, -1.14, -1.06], [1.26, -1.17, -1.07], [1.94, -0.56, -1.37], [-1.62, 3.88, -3.92], [-1.19, 2.74, -4.49], [-0.84, 3.49, -4.09], [3.26, -4.57, -3.85], [3.03, -4.10, -2.48], [3.62, -4.19, -3.17], [-2.03, -1.08, 4.22], [-2.55, -0.18, 4.99], [-1.76, -0.11, 4.40], [-3.83, 3.75, 0.92], [-2.53, 4.54, 0.41], [-3.03, 3.66, 0.27], [1.19, 2.19, -0.82], [-0.15, 2.85, -1.14], [0.71, 3.04, -0.66], [-4.80, -1.10, 2.06], [-5.76, -1.23, 2.27], [0.32, -2.82, -5.77], [-0.93, -2.56, -4.90], [-0.49, -3.31, -5.31], [-1.89, 0.78, -0.44], [1.61, -2.19, 4.07], [3.34, 2.80, -4.74], [0.30, -6.00, -0.76], [2.79, 0.64, -0.48], [-5.92, -0.44, 1.75], [3.39, 1.69, 4.09], [3.80, 1.85, 4.95], [4.05, 1.79, 3.39], [0.43, 1.60, 2.39], [0.54, 2.43, 1.84], [1.19, 1.88, 3.12], [1.49, 2.21, -3.94], [1.76, 1.34, -3.73], [1.73, 2.60, -3.19], [-3.46, 4.84, 3.33], [-2.56, 4.95, 3.38], [-3.60, 4.07, 4.05], [-3.42, 1.22, 3.06], [-2.43, 0.80, 3.24], [-3.28, 2.11, 2.77], [-1.09, -0.71, -3.35], [-1.73, -0.34, -3.92], [-0.17, -0.72, -3.87], [5.03, 1.24, -2.03], [4.30, 0.78, -1.56], [5.24, 0.52, -2.65]]
}

***

Record 2
{
  "formula": "H80O40",
  "method": "ωB97M-V/def2-TZVPD",
  "energy_ev": -83196.0084,
  "spin_multiplicity": 1,
  "fmax_ev_per_a": 3.67,
  "relative_energy_kj_mol": 946.2,
  "species": ["H", "H", "O", "H", "H", "O", "H", "H", "O", "H", "H", "O", "H", "H", "O", "H", "O", "H", "O", "H", "H", "O", "H", "H", "O", "H", "H", "O", "H", "H", "O", "H", "O", "H", "H", "O", "H", "H", "O", "H", "H", "O", "H", "H", "O", "H", "H", "O", "H", "H", "O", "H", "O", "H", "H", "O", "H", "O", "H", "H", "O", "H", "H", "O", "H", "H", "O", "H", "H", "O", "H", "H", "O", "H", "H", "O", "H", "H", "O", "H", "H", "O", "H", "H", "O", "H", "H", "O", "H", "O", "H", "H", "O", "H", "H", "H", "H", "H", "H", "O", "H", "H", "O", "H", "H", "O", "H", "H", "O", "H", "H", "O", "H", "H", "O", "H", "H", "O", "H", "H"],
  "xyz": [[-3.13, 3.48, -4.22], [-3.04, 2.72, -2.68], [-2.78, 3.38, -3.36], [-3.18, -1.56, 3.74], [-3.51, -1.89, 2.25], [-3.62, -1.24, 2.94], [-1.43, 5.56, -1.49], [-0.25, 4.93, -2.21], [-0.46, 5.48, -1.46], [5.43, -0.83, 3.65], [5.32, -2.22, 3.21], [5.09, -1.69, 3.96], [-3.53, 1.69, -0.68], [-3.70, 0.56, -1.46], [-3.57, 1.50, -1.63], [0.55, -1.90, 5.89], [0.46, -1.38, 5.08], [4.03, -1.41, -1.28], [4.71, -0.79, -1.01], [0.88, -0.69, -1.50], [0.69, -0.14, -0.14], [1.19, 0.05, -0.96], [0.60, 4.55, 5.33], [0.22, 4.82, 3.81], [0.91, 4.72, 4.46], [4.92, 1.99, 2.61], [4.66, 2.71, 3.77], [5.41, 2.20, 3.44], [-2.83, 0.51, 5.63], [-3.07, 0.89, 4.20], [-2.40, 0.41, 4.77], [-1.79, 3.74, 1.15], [-2.28, 3.25, 0.49], [1.27, 3.28, -5.63], [0.10, 3.14, -4.80], [0.47, 2.73, -5.58], [-0.46, 4.39, 2.12], [0.90, 4.86, 1.31], [0.03, 5.09, 1.64], [-1.41, 0.12, 0.47], [-1.77, -1.26, -0.10], [-1.81, -0.73, 0.66], [1.22, -2.51, -2.28], [0.08, -2.83, -1.21], [0.35, -2.29, -1.93], [-3.56, -4.17, 0.14], [-2.71, -5.31, 0.88], [-2.81, -4.77, 0.12], [-3.80, -4.05, -3.58], [-3.91, -5.04, -2.49], [-4.41, -4.31, -2.86], [-3.30, 0.16, -5.74], [-3.82, -0.29, -5.03], [-0.38, -5.23, 1.47], [-0.21, -4.99, 0.03], [0.20, -5.53, 0.74], [-5.75, -1.63, 2.13], [-6.17, -1.29, 2.92], [3.84, 6.08, -0.15], [2.34, 5.89, -0.33], [3.06, 5.84, 0.34], [4.18, -2.62, -3.94], [2.75, -2.01, -4.65], [3.27, -2.63, -4.14], [0.48, -2.41, -5.61], [1.03, -3.07, -4.16], [0.29, -2.75, -4.73], [2.09, 2.11, 4.37], [2.79, 0.86, 3.87], [2.71, 1.85, 3.69], [1.54, 5.12, -3.08], [2.89, 4.53, -3.51], [2.08, 4.98, -3.84], [5.19, 0.52, 0.67], [4.94, 1.88, 0.15], [4.88, 1.37, 0.95], [-1.84, -6.12, -1.82], [-1.22, -5.60, -3.17], [-1.59, -5.36, -2.32], [1.37, -1.04, -4.34], [1.52, 0.55, -4.57], [1.83, -0.19, -4.06], [-4.36, 3.13, 0.73], [-4.69, 1.69, 0.73], [-5.06, 2.52, 0.98], [1.97, 2.19, 2.06], [2.41, 0.91, 1.44], [1.58, 1.46, 1.52], [-1.90, -2.59, -3.38], [-2.61, -2.87, -3.99], [3.26, -4.09, 3.21], [2.34, -4.80, 2.32], [2.32, -4.09, 2.96], [-4.40, -0.97, -5.46], [0.83, -1.77, 4.30], [-5.85, -0.38, 3.03], [4.64, -0.07, -1.64], [-1.71, 2.47, 0.26], [-2.93, -1.96, -4.04], [2.54, -3.28, 0.20], [2.69, -3.40, 1.13], [2.04, -4.02, -0.19], [3.11, 3.23, -0.17], [2.24, 2.87, 0.00], [3.38, 4.10, 0.23], [-0.76, -2.95, 3.64], [-1.28, -2.14, 3.49], [-0.63, -3.28, 2.76], [5.78, -3.29, 0.31], [5.28, -2.61, -0.12], [5.23, -3.84, 0.84], [-3.65, 2.12, 3.05], [-4.25, 2.75, 3.45], [-3.27, 2.29, 2.16], [-4.23, -2.00, -0.97], [-4.14, -2.80, -1.55], [-5.13, -1.64, -1.08], [-0.25, 1.98, -0.22], [0.69, 2.12, -0.25], [-0.47, 1.68, -1.10]]
}